No. 1
Molecular formula: C17H8AuFN4O4
Method: DFT, the ωB97M-V functional and the def2-TZVPD basis

```
! wB97M-V def2-TZVPD RIJCOSX def2/J DEFGRID3
* xyz 0 1
Au -0.33 1.55 -1.37
O -2.29 0.96 -1.03
C -2.77 0.43 0.01
C -2.26 0.38 1.32
C -3.04 -0.30 2.28
C -2.59 -0.45 3.56
C -1.31 0.00 3.94
C -0.52 0.66 3.05
C -0.98 0.95 1.71
O -0.28 1.69 0.97
N -3.46 -1.09 4.54
O -3.03 -1.19 5.68
O -4.55 -1.49 4.17
H -3.73 -0.07 -0.13
H -4.00 -0.71 2.01
H -0.97 -0.20 4.95
H 0.45 1.03 3.31
N 1.30 2.58 -1.78
C 2.47 2.59 -1.91
C 3.81 2.65 -2.12
C 4.72 2.20 -1.13
N 5.47 1.81 -0.35
C 4.28 3.14 -3.36
N 4.65 3.54 -4.38
F 1.61 -4.15 -2.62
C 1.17 -2.91 -2.38
C 1.17 -2.45 -1.07
C 0.72 -1.16 -0.82
C 0.30 -0.39 -1.89
C 0.30 -0.84 -3.19
C 0.75 -2.13 -3.44
H 1.51 -3.09 -0.27
H 0.71 -0.78 0.19
H -0.04 -0.22 -4.01
H 0.76 -2.53 -4.44
*
```

Properties
* HOMO level (spin up / spin down): -9.096 / -9.097 eV
* LUMO (spin up / spin down): -3.221 / -3.220 eV
* DFT total energy: -1407.9163 hartree
* max |F|: 0.0155 hartree/bohr

=====

No. 2
Molecular formula: C5H11NO
Method: DFT, the ωB97M-V functional and the def2-TZVPD basis

```
! wB97M-V def2-TZVPD RIJCOSX def2/J DEFGRID3
* xyz 0 1
C 1.57 0.71 -1.49
C 0.54 -0.16 -0.79
C 0.91 -0.45 0.70
N -0.01 0.19 1.63
C -1.37 -0.25 1.35
C -1.71 -0.16 -0.17
O -0.69 0.55 -0.85
H 1.25 0.94 -2.51
H 2.54 0.20 -1.52
H 1.69 1.66 -0.95
H 0.42 -1.11 -1.34
H 1.93 -0.09 0.91
H 0.91 -1.53 0.89
H 0.03 1.19 1.46
H -1.48 -1.28 1.70
H -2.06 0.37 1.94
H -1.83 -1.16 -0.61
H -2.64 0.39 -0.34
*
```

Properties
* SMILES: C[C@H]1CNCCO1
* HOMO level: -8.756 eV
* LUMO: 1.160 eV
* DFT total energy: -327.0836 hartree
* max |F|: 0.0038 hartree/bohr

=====

No. 3
Molecular formula: C23H19B2N4O16
Method: DFT, the ωB97M-V functional and the def2-TZVPD basis

```
! wB97M-V def2-TZVPD RIJCOSX def2/J DEFGRID3
* xyz -1 1
N -0.01 1.07 -0.76
H 0.86 1.46 -1.10
H -0.23 1.50 0.13
H 0.28 0.12 -0.59
H -0.82 1.13 -1.36
O -0.75 -0.24 4.01
C -1.03 -1.29 3.42
O -0.90 -2.57 3.90
B -1.36 -3.52 2.81
O -1.70 -2.66 1.69
C -1.39 -1.42 1.93
O -1.54 -0.50 1.12
O -0.33 -4.51 2.48
C -0.75 -5.66 2.76
O -0.03 -6.70 2.64
C -2.18 -5.60 3.27
O -2.46 -4.26 3.29
O -2.88 -6.65 3.43
O 1.50 -0.43 1.06
C 1.83 -1.47 0.59
O 2.33 -2.60 1.17
B 2.50 -3.76 0.20
O 2.16 -3.22 -1.06
C 1.79 -1.94 -0.87
O 1.48 -1.13 -1.79
O 1.75 -5.02 0.44
C 2.58 -5.81 1.01
O 2.22 -6.90 1.52
C 4.04 -5.25 0.84
O 3.94 -4.14 0.21
O 5.03 -5.91 1.17
N 2.11 2.73 -1.73
C 3.14 3.15 -0.92
C 3.78 4.34 -1.11
C 3.53 5.05 -2.34
C 2.45 4.64 -3.09
C 1.74 3.55 -2.77
H 3.34 2.54 -0.06
H 4.42 4.78 -0.36
H 4.12 5.93 -2.56
H 2.33 5.36 -3.90
H 0.95 3.15 -3.39
N -0.96 2.96 1.03
C -1.18 2.67 2.34
C -1.29 3.67 3.30
C -1.12 5.00 2.82
C -1.10 5.24 1.47
C -0.98 4.21 0.53
H -1.33 1.62 2.54
H -1.31 3.34 4.33
H -0.96 5.83 3.49
H -1.08 6.27 1.15
H -0.76 4.43 -0.51
N -2.19 0.66 -2.57
C -1.83 -0.11 -3.72
C -2.69 -0.88 -4.40
C -4.06 -0.88 -4.11
C -4.42 -0.17 -2.91
C -3.48 0.56 -2.22
H -0.81 -0.03 -4.04
H -2.34 -1.56 -5.16
H -4.86 -1.24 -4.75
H -5.46 -0.12 -2.61
H -3.69 1.17 -1.35
*
```

Properties
* HOMO level: -5.808 eV
* LUMO: 1.404 eV
* DFT total energy: -2360.8819 hartree
* max |F|: 0.1575 hartree/bohr

=====

No. 4
Molecular formula: C14H16N4O4
Method: DFT, the ωB97M-V functional and the def2-TZVPD basis

```
! wB97M-V def2-TZVPD RIJCOSX def2/J DEFGRID3
* xyz 0 1
C -2.70 -3.59 -0.74
C -1.94 -2.43 -0.36
C -1.83 -2.12 0.95
N -2.63 -2.72 1.91
C -1.10 -0.98 1.40
O -1.01 -0.68 2.68
C -0.48 -0.21 0.44
C 0.52 0.85 0.54
C 1.22 1.25 1.82
O 1.39 2.63 1.71
C 2.11 3.22 2.66
N 2.77 4.39 2.33
O 2.21 2.85 3.81
C 0.77 1.15 -0.76
N 0.10 0.38 -1.66
C -0.54 -0.59 -0.88
C -1.17 -1.74 -1.33
O -1.30 -1.91 -2.71
C 0.49 0.47 -3.06
C 1.78 1.31 -2.84
N 2.84 0.81 -2.02
C 2.00 1.76 -1.41
H -2.37 -4.60 -0.53
H -3.66 -3.55 -0.11
H -3.05 -3.55 -1.83
H -3.13 -3.57 1.63
H -3.01 -2.18 2.65
H -1.50 -1.46 3.10
H 0.62 0.97 2.69
H 2.22 0.80 1.84
H 2.35 4.92 1.65
H 2.94 4.87 3.20
H -2.17 -2.13 -2.98
H -0.20 1.08 -3.68
H 0.54 -0.46 -3.61
H 1.87 2.12 -3.64
H 2.78 -0.14 -1.64
H 2.25 2.81 -1.21
*
```

Properties
* SMILES: Cc1c(N)c(O)c2c(COC(N)=O)c3n(c2c1O)C[C@@H]1N[C@H]31
* HOMO level: -6.934 eV
* LUMO: 0.502 eV
* DFT total energy: -1062.9989 hartree
* max |F|: 0.0835 hartree/bohr

=====

No. 5
Molecular formula: C2H6CsO2
Method: DFT, the ωB97M-V functional and the def2-TZVPD basis

```
! wB97M-V def2-TZVPD RIJCOSX def2/J DEFGRID3
* xyz 1 1
Cs 0.44 3.26 -1.40
C -0.77 -0.23 0.05
C 0.48 -0.95 -0.36
O 1.35 -1.12 0.74
O -0.37 1.12 0.47
H -1.18 -0.73 0.93
H -1.54 -0.20 -0.72
H 0.98 -0.36 -1.15
H 0.27 -1.94 -0.77
H 1.44 -0.27 1.17
H -1.08 1.41 1.04
*
```

Properties
* HOMO level: -13.642 eV
* LUMO: -3.843 eV
* DFT total energy: -250.2055 hartree
* max |F|: 0.0143 hartree/bohr

=====

No. 6
Molecular formula: C13H34N4O5P2Se2TeW
Method: DFT, the ωB97M-V functional and the def2-TZVPD basis

```
! wB97M-V def2-TZVPD RIJCOSX def2/J DEFGRID3
* xyz 0 3
W -0.21 0.45 0.46
O -3.00 -3.83 4.73
C -3.47 -3.15 3.59
C -2.50 -2.03 3.12
C -3.13 -1.38 1.86
O -2.48 -0.14 1.57
C -2.42 -1.01 4.21
Se 0.28 0.70 2.77
C -1.13 -2.66 2.80
Se -0.19 -2.09 1.12
H -2.73 -3.17 5.38
H -4.45 -2.70 3.77
H -3.56 -3.90 2.80
H -4.19 -1.20 2.02
H -2.99 -2.02 0.99
H -2.41 0.30 2.42
H -1.54 -0.91 4.82
H -3.28 -0.40 4.45
H -1.23 -3.73 2.66
H -0.42 -2.48 3.61
C 0.81 -3.24 -2.05
N -0.35 -2.37 -2.23
C -1.63 -3.05 -2.07
P -0.21 -0.78 -1.75
O -1.38 -0.23 -0.90
O 0.49 1.69 -0.97
P 1.46 2.28 0.13
O 1.00 -0.62 -0.82
N 2.95 1.47 -0.18
C 4.03 2.05 -0.96
C 3.46 0.50 0.78
N 1.85 3.83 -0.43
C 0.92 4.51 -1.33
C 2.31 4.70 0.66
N -0.22 0.05 -3.18
C -0.94 1.30 -3.35
C 1.01 -0.05 -3.96
H 0.80 -4.00 -2.84
H 0.80 -3.73 -1.07
H 1.73 -2.66 -2.13
H -1.78 -3.73 -2.91
H -2.44 -2.32 -2.05
H -1.65 -3.62 -1.14
H 3.65 2.88 -1.55
H 4.45 1.29 -1.63
H 4.84 2.42 -0.31
H 2.67 0.09 1.39
H 4.22 0.93 1.44
H 3.92 -0.34 0.24
H 0.77 3.91 -2.22
H 1.37 5.46 -1.62
H -0.05 4.70 -0.86
H 2.94 4.12 1.35
H 1.48 5.13 1.23
H 2.92 5.51 0.25
H -1.77 1.35 -2.65
H -1.34 1.34 -4.37
H -0.30 2.17 -3.19
H 1.38 -1.07 -3.94
H 1.79 0.62 -3.57
H 0.80 0.22 -5.00
Te -1.67 2.60 0.65
*
```

Properties
* HOMO level (spin up / spin down): -7.242 / -6.906 eV
* LUMO (spin up / spin down): -0.458 / -1.202 eV
* DFT total energy: -6931.6168 hartree
* max |F|: 0.1187 hartree/bohr

=====

No. 7
Molecular formula: C22H48Cl14O4
Method: DFT, the ωB97M-V functional and the def2-TZVPD basis

```
! wB97M-V def2-TZVPD RIJCOSX def2/J DEFGRID3
* xyz 1 2
C -1.82 -5.10 -0.49
O -2.10 -6.46 -0.39
C -3.49 -6.73 -0.26
C -3.81 -8.20 0.05
O -3.22 -8.61 1.31
C -3.38 -9.90 1.77
H -1.91 -4.52 0.43
H -2.53 -4.54 -1.09
H -0.78 -4.99 -0.79
H -3.94 -6.47 -1.22
H -3.90 -6.00 0.44
H -3.41 -8.86 -0.72
H -4.89 -8.34 0.13
H -3.16 -10.02 2.83
H -2.72 -10.60 1.26
H -4.37 -10.36 1.73
C 2.63 7.68 -0.05
O 1.67 6.77 0.40
C 1.95 6.36 1.80
C 1.43 4.95 2.07
O 1.82 3.96 1.08
C 3.19 3.73 1.05
H 3.60 7.20 -0.18
H 2.74 8.49 0.66
H 2.44 7.97 -1.09
H 1.39 7.08 2.41
H 3.02 6.44 2.01
H 0.35 5.01 2.13
H 1.76 4.63 3.06
H 3.78 4.59 0.73
H 3.54 3.01 0.31
H 3.51 3.35 2.03
Cl -0.16 0.23 7.07
C 0.84 0.57 5.69
C 0.54 2.07 5.28
Cl 1.52 3.09 6.41
H 0.56 -0.14 4.91
H 1.90 0.42 5.84
H -0.52 2.31 5.38
H 0.88 2.22 4.26
Cl -0.95 2.98 -3.13
C -0.15 3.56 -1.70
C -0.44 5.07 -1.53
Cl -2.21 5.35 -1.15
H 0.92 3.41 -1.88
H -0.44 3.03 -0.79
H 0.00 5.71 -2.29
H 0.09 5.44 -0.66
Cl 6.30 -1.41 -2.09
C 6.02 -0.40 -0.66
C 4.60 -0.60 -0.20
Cl 3.33 0.12 -1.25
H 6.22 0.66 -0.76
H 6.76 -0.70 0.08
H 4.41 -0.13 0.76
H 4.42 -1.67 -0.14
Cl -1.21 -1.78 0.28
C -0.20 -0.38 -0.26
C 0.03 0.56 0.91
Cl 1.10 -0.26 2.12
H -0.80 0.01 -1.09
H 0.73 -0.85 -0.59
H -0.78 0.96 1.52
H 0.62 1.40 0.54
Cl -1.73 -1.21 -3.41
C -1.45 -0.51 -5.04
C -2.56 -0.95 -5.98
Cl -2.40 -0.28 -7.62
H -0.45 -0.84 -5.31
H -1.33 0.57 -4.95
H -3.55 -0.66 -5.62
H -2.60 -2.04 -6.03
Cl 2.22 -5.04 -1.11
C 1.33 -4.98 -2.71
C 0.68 -3.62 -2.86
Cl 1.91 -2.45 -3.26
H 0.47 -5.66 -2.76
H 2.00 -5.25 -3.52
H 0.14 -3.29 -1.97
H -0.03 -3.66 -3.69
Cl -2.34 2.80 3.35
C -2.87 3.81 1.96
C -3.73 3.26 0.85
Cl -2.86 1.98 -0.07
H -1.99 4.22 1.48
H -3.46 4.60 2.43
H -4.07 4.00 0.14
H -4.59 2.84 1.37
*
```

Properties
* HOMO level (spin up / spin down): -11.586 / -11.586 eV
* LUMO (spin up / spin down): -2.738 / -9.037 eV
* DFT total energy: -7610.2365 hartree
* max |F|: 0.0517 hartree/bohr

=====

No. 8
Molecular formula: C30H46ClCsNO7PS
Method: DFT, the ωB97M-V functional and the def2-TZVPD basis

```
! wB97M-V def2-TZVPD RIJCOSX def2/J DEFGRID3
* xyz -2 1
Cs -0.27 0.46 -3.74
C -0.69 -5.33 -2.50
C 0.27 -5.22 -1.32
C -0.08 -6.21 -0.20
C 0.33 -3.82 -0.76
C 1.55 -3.17 -0.60
C 1.68 -1.96 0.08
C 3.08 -1.38 0.04
C 3.58 -0.62 1.27
C 3.13 -0.50 -1.22
C 0.53 -1.37 0.65
C -0.71 -1.97 0.39
C -0.79 -3.17 -0.30
C -1.98 -1.37 0.94
C -2.52 -2.21 2.11
C -3.05 -1.22 -0.15
C 0.59 -0.47 1.87
C 0.90 -1.25 3.00
C 0.93 -0.74 4.28
C 0.61 0.59 4.47
C 0.30 1.37 3.36
C 0.29 0.89 2.05
P -0.23 2.02 0.60
C 1.16 3.36 0.74
C 0.75 4.69 0.08
C 2.28 2.77 -0.13
C 1.76 3.68 2.11
C -1.82 2.84 1.38
C -1.69 3.99 2.39
C -2.58 3.38 0.17
C -2.70 1.77 2.03
H -0.67 -6.34 -2.92
H -0.38 -4.62 -3.26
H -1.72 -5.11 -2.20
H 1.27 -5.47 -1.69
H -1.08 -6.00 0.20
H 0.63 -6.14 0.62
H -0.07 -7.23 -0.59
H 2.44 -3.63 -1.02
H 3.78 -2.21 -0.11
H 2.97 0.24 1.50
H 4.61 -0.28 1.10
H 3.59 -1.28 2.15
H 2.35 0.26 -1.18
H 2.93 -1.12 -2.10
H 4.10 -0.01 -1.34
H -1.77 -3.62 -0.44
H -1.75 -0.38 1.32
H -2.74 -3.23 1.78
H -3.43 -1.76 2.52
H -1.77 -2.27 2.91
H -3.40 -2.19 -0.50
H -2.62 -0.68 -0.99
H -3.91 -0.67 0.23
H 1.12 -2.30 2.84
H 1.17 -1.38 5.12
H 0.61 1.03 5.46
H 0.04 2.40 3.54
H 0.22 4.49 -0.84
H 1.65 5.26 -0.16
H 0.13 5.31 0.72
H 1.88 2.58 -1.13
H 2.65 1.84 0.30
H 3.12 3.46 -0.22
H 1.04 4.16 2.77
H 2.59 4.38 1.97
H 2.15 2.80 2.60
H -1.00 4.76 2.06
H -1.38 3.65 3.38
H -2.67 4.46 2.51
H -2.05 4.21 -0.31
H -3.57 3.73 0.47
H -2.69 2.60 -0.58
H -2.19 1.22 2.81
H -3.05 1.07 1.27
H -3.59 2.24 2.47
O -1.83 1.57 -5.46
Cl -0.83 2.06 -6.38
O -0.52 3.43 -6.10
O -1.34 1.95 -7.72
O 0.35 1.27 -6.25
O 1.33 -3.47 -4.13
C 0.73 -2.39 -4.08
O 0.01 -1.89 -3.19
H 0.83 -1.73 -5.02
O -1.42 4.93 -2.62
S -1.14 3.52 -3.03
N -0.32 2.69 -2.12
*
```

Properties
* HOMO level: -2.242 eV
* LUMO: 3.894 eV
* DFT total energy: -2971.8386 hartree
* max |F|: 0.0495 hartree/bohr